ORCA calculation (wB97M-V/def2-TZVPD) on C16H39CrF9N7O13P2S3 as an isolated structure.

Output
- total energy (eV) = -158242.56391
- 2S+1 = 5
- molecular weight (g mol⁻¹) = 918.7
- Kohn-Sham gap (alpha / beta) (eV) = 7.13 / 8.97
- net charge = -1
- LUMO level (alpha / beta) (eV) = 2.32 / 2.32
- energy above the lowest of the compared OMol25 structures with the same formula, charge and spin (kcal per mole) = 0.0
- ⟨S²⟩ = 6.004

Geometry (Å):
Cr 1.253 16.828 -21.176
C 5.126 17.495 -22.842
F 5.655 16.891 -21.782
F 4.752 18.731 -22.497
F 6.084 17.588 -23.772
S 3.660 16.597 -23.520
O 2.819 16.399 -22.329
O 3.080 17.512 -24.481
O 4.195 15.370 -24.046
C 0.313 12.402 -19.850
F -0.201 12.273 -21.098
F -0.673 12.768 -19.043
F 0.772 11.206 -19.500
S 1.692 13.668 -19.884
O 2.759 13.018 -20.606
O 1.086 14.798 -20.595
O 1.938 13.920 -18.479
C -1.524 16.109 -17.649
F -2.004 16.465 -16.448
F -0.680 15.104 -17.486
F -2.539 15.695 -18.421
S -0.742 17.643 -18.387
O -1.877 18.512 -18.607
O 0.193 18.084 -17.378
O -0.102 17.179 -19.619
C 3.480 16.978 -17.319
N 3.578 17.423 -18.727
O 4.359 18.303 -19.022
O 2.769 16.919 -19.476
H 3.270 15.910 -17.282
H 2.595 17.497 -16.947
H 4.405 17.187 -16.796
O -0.119 16.561 -22.808
P -1.157 15.861 -23.594
N -1.801 16.891 -24.734
C -3.122 16.700 -25.319
C -0.866 17.696 -25.509
N -2.468 15.329 -22.739
C -2.483 14.009 -22.117
C -3.350 16.323 -22.112
N -0.451 14.583 -24.419
C -1.216 13.653 -25.235
C 0.875 14.104 -23.986
H -3.469 15.676 -25.168
H -3.131 16.847 -26.400
H -3.852 17.359 -24.841
H -1.324 18.647 -25.778
H -0.512 17.174 -26.406
H 0.034 17.866 -24.914
H -1.968 13.999 -21.152
H -3.506 13.692 -21.900
H -2.033 13.305 -22.806
H -2.906 17.315 -22.181
H -4.257 16.409 -22.722
H -3.546 16.065 -21.076
H -2.070 14.179 -25.661
H -0.597 13.270 -26.046
H -1.586 12.796 -24.661
H 1.623 14.869 -24.198
H 1.151 13.249 -24.600
H 0.941 13.894 -22.925
O 1.435 19.009 -21.374
P 0.994 20.421 -21.260
N 1.423 21.254 -22.637
C 1.286 22.694 -22.729
C 2.435 20.693 -23.543
N 1.636 21.225 -19.959
C 3.042 21.580 -19.985
C 1.096 20.999 -18.617
N -0.644 20.579 -21.048
C -1.346 21.804 -20.749
C -1.431 19.491 -21.638
H 1.230 23.033 -23.761
H 2.091 23.185 -22.164
H 0.385 23.052 -22.232
H 2.286 19.623 -23.642
H 3.435 21.043 -23.277
H 2.226 21.104 -24.538
H 3.180 22.565 -19.525
H 3.644 20.855 -19.431
H 3.440 21.645 -20.997
H 1.723 20.321 -18.039
H 0.995 21.975 -18.131
H 0.091 20.586 -18.678
H -0.696 22.525 -20.252
H -1.669 22.295 -21.679
H -2.217 21.629 -20.116
H -1.234 19.306 -22.696
H -2.491 19.680 -21.465
H -1.211 18.588 -21.064